Below is a cluster of 2 separate species, C2H5NO3 in total, with properties calculated with ωB97M-V with the def2-TZVPD basis set.

**SMILES**: O=C(O)O.C=N
**Energy relative to the best compared isomer or geometry (same formula, charge and spin)**: 263.74 kJ/mol
**Orbital gap**: 9.67 eV
**E_LUMO**: 0.65 eV
**Electronic energy**: -9785.456 eV

Geometry as XYZ:
```
11
Properties=species:S:1:pos:R:3:forces:R:3
O 1.2705 -1.0755 -0.4467 0.7 -0.3 -0.9
O 2.1464 0.9606 -0.8392 1.7 0.2 -3.4
O 1.4921 0.4422 1.1112 0.4 0.2 4.6
N -0.9050 0.4601 -0.1038 2.2 -1.8 -1.7
C -2.0380 0.3473 0.3911 -3.9 3.7 -0.9
C 1.7011 0.1004 0.0181 -1.4 -0.6 0.2
H -2.2661 0.6259 1.4606 1.1 -0.9 -0.5
H 2.8420 1.4956 -0.4321 -0.5 0.1 0.1
H 0.8111 -1.4706 0.3124 0.1 0.1 -0.2
H -0.5047 0.2287 -1.1192 -2.5 1.0 2.4
H -3.1011 0.6567 -0.1491 2.2 -1.9 0.3
```
Forces are in eV/Å.